[1]
Below is a molecular structure, C36H35CrN7O7S, with properties calculated with ωB97M-V/def2-TZVPD.

```
! RIJCOSX wB97M-V def2-TZVPD def2/J DEFGRID3
* xyz 1 4
Cr 0.1208 -0.0828 -0.8966
C -0.1732 4.6422 -3.4050
O -0.4375 3.3955 -4.1077
C -0.7855 2.5211 -3.1457
N -0.9574 2.9257 -1.9628
C -0.7198 4.3864 -1.9836
C 0.2004 4.8461 -0.8744
C 0.4279 4.0678 0.2533
C 1.2878 4.5011 1.2553
C 1.9164 5.7308 1.1410
C 1.6762 6.5268 0.0276
C 0.8242 6.0877 -0.9734
C -1.0127 1.1332 -3.6215
C -1.3250 0.9216 -4.9615
C -1.6573 -0.3482 -5.3908
C -1.6890 -1.3838 -4.4676
C -1.3323 -1.0957 -3.1698
N -0.9693 0.1285 -2.7378
C -1.3023 -2.1207 -2.1091
N -0.9734 -1.8011 -0.9232
C -0.8689 -3.0281 -0.1191
C -1.4145 -4.0953 -1.1026
O -1.5852 -3.3744 -2.3760
C -1.6255 -2.9260 1.1802
C -1.0962 -3.5028 2.3270
C -1.7887 -3.4293 3.5281
C -3.0072 -2.7700 3.5898
C -3.5405 -2.1921 2.4446
C -2.8539 -2.2763 1.2435
H -0.6779 5.4391 -3.9427
H 0.9041 4.8078 -3.4172
H -1.6921 4.8736 -1.8622
H -0.0823 3.1218 0.3603
H 1.4644 3.8684 2.1168
H 2.5888 6.0723 1.9164
H 2.1578 7.4914 -0.0628
H 0.6466 6.7208 -1.8362
H -1.3133 1.7627 -5.6387
H -1.9020 -0.5283 -6.4285
H -1.9584 -2.3949 -4.7365
H 0.1919 -3.1835 0.0864
H -2.3915 -4.4746 -0.8137
H -0.7244 -4.9109 -1.2930
H -0.1286 -3.9907 2.2886
H -1.3710 -3.8801 4.4190
H -3.5414 -2.7053 4.5284
H -4.4903 -1.6745 2.4883
H -3.2760 -1.8260 0.3522
N 1.6602 1.3288 -1.3076
C 2.5745 0.8222 -2.3548
C 2.3545 -0.6604 -2.5991
O 3.0794 -1.2969 -3.3188
O 1.2936 -1.1474 -1.9922
H 1.3590 2.2742 -1.5052
H 2.1965 1.3708 -0.4395
H 3.6134 0.9835 -2.0746
H 2.3965 1.3519 -3.2921
N -4.9830 1.4457 0.1398
C -3.7225 1.3126 0.6348
C -2.6539 0.9175 -0.1782
N -1.4351 0.7543 0.3193
C -1.2502 0.9780 1.6262
C -2.3218 1.3768 2.4100
N -3.5456 1.5441 1.9346
H -5.1580 1.4427 -0.8470
H -5.6835 1.8323 0.7479
H -2.8017 0.7321 -1.2328
H -0.2656 0.8290 2.0450
H -2.1721 1.5631 3.4663
C 3.9973 -5.4379 3.9870
C 3.5354 -4.1366 3.3930
C 2.4581 -3.4409 3.9379
C 2.0435 -2.2326 3.4030
C 2.7144 -1.7157 2.3040
C 3.7934 -2.3849 1.7435
C 4.1939 -3.5913 2.2926
S 2.1755 -0.2018 1.6022
O 1.6845 0.6552 2.6524
O 3.2321 0.3277 0.7678
O 1.0118 -0.6364 0.7285
H 3.2974 -5.8036 4.7366
H 4.9701 -5.3182 4.4669
H 4.1067 -6.2021 3.2169
H 1.9472 -3.8466 4.8030
H 1.2154 -1.6896 3.8402
H 4.3077 -1.9595 0.8927
H 5.0381 -4.1169 1.8628
*
```

highest occupied orbital energy (spin up / spin down): -11.32 / -11.33 eV
energy relative to the best compared isomer or geometry (same formula, charge and spin): 0.0 kcal/mol
energy: -101919.549 eV



[2]
Below is a molecular structure, C36H35GeIN4O5Se2Ti, with properties calculated with ωB97M-V/def2-TZVPD.

```
! RIJCOSX wB97M-V def2-TZVPD def2/J DEFGRID3
* xyz -2 1
Ti -2.3702 0.1483 2.1183
N 1.5726 0.9987 3.4865
C 0.8654 2.0857 4.1769
C -0.5472 2.2370 3.5834
O -0.7815 3.2715 2.9756
N -1.4189 1.1918 3.6907
C -1.3002 0.3523 4.8682
C -1.2359 -1.1084 4.4689
O -0.8316 -2.0026 5.1867
O -1.6925 -1.2805 3.2580
H 0.9282 0.2880 3.1559
H 2.2347 0.5339 4.0928
H 1.3564 3.0357 3.9742
H 0.8310 1.9636 5.2637
H -2.2061 0.4490 5.4827
H -0.4651 0.5761 5.5242
Se -4.1753 2.8974 3.7250
Se -4.4956 1.8828 0.3083
C -2.7523 2.4431 0.1424
C -2.3665 3.5747 -0.6254
C -1.0484 3.9010 -0.7769
C -0.0605 3.1055 -0.1728
C -0.4883 2.0369 0.5638
N -1.7837 1.7241 0.7405
C -4.6191 1.1561 4.1022
C -5.5635 0.8943 5.1448
C -5.9012 -0.3712 5.5155
C -5.3100 -1.4572 4.8461
C -4.4315 -1.1678 3.8424
N -4.0859 0.0824 3.4582
H -3.1591 4.1530 -1.0790
H -0.7685 4.7710 -1.3613
H 0.9947 3.3255 -0.2523
H 0.2072 1.3929 1.0822
H -5.9803 1.7655 5.6291
H -6.6122 -0.5348 6.3189
H -5.5285 -2.4866 5.0899
H -3.9444 -1.9618 3.3000
I -5.5594 -1.7674 0.7996
C -3.4848 -1.2097 0.7718
H -3.3980 -0.7238 -0.1942
H -2.9672 -2.1698 0.7569
O 0.6944 -1.5447 -0.2760
C -0.3792 -0.9541 -0.1171
O -0.8608 -0.6953 1.0398
C -1.0816 -0.5019 -1.3946
C -0.1162 0.1326 -2.3941
Ge 1.6443 -0.7123 -2.6178
C 2.3244 0.1121 -4.3074
C 3.0450 -0.5791 -5.2814
C 3.5586 0.0640 -6.4029
C 3.3605 1.4263 -6.5772
C 2.6515 2.1374 -5.6172
C 2.1464 1.4846 -4.5007
C 3.0622 -0.1736 -1.3786
C 2.8106 0.6022 -0.2514
C 3.8347 1.0031 0.5973
C 5.1430 0.6260 0.3228
C 5.4157 -0.1479 -0.7973
C 4.3821 -0.5369 -1.6406
C 1.6117 -2.6350 -3.0040
C 1.0828 -3.1131 -4.2017
C 1.0327 -4.4748 -4.4767
C 1.5262 -5.3847 -3.5525
C 2.0556 -4.9242 -2.3530
C 2.0895 -3.5639 -2.0796
H -1.9122 0.1681 -1.1937
H -1.4973 -1.4176 -1.8276
H 0.0499 1.1852 -2.1462
H -0.5678 0.1227 -3.3908
H 3.2193 -1.6445 -5.1686
H 4.1154 -0.5044 -7.1399
H 3.7561 1.9309 -7.4509
H 2.4929 3.2032 -5.7363
H 1.6030 2.0669 -3.7619
H 1.7942 0.8673 0.0078
H 3.5795 1.5753 1.4813
H 5.9465 0.9246 0.9867
H 6.4333 -0.4537 -1.0134
H 4.6155 -1.1375 -2.5158
H 0.6950 -2.4169 -4.9394
H 0.6040 -4.8209 -5.4102
H 1.4903 -6.4478 -3.7600
H 2.4270 -5.6279 -1.6174
H 2.4644 -3.2161 -1.1244
*
```

highest occupied orbital energy: -1.34 eV
energy relative to the best compared isomer or geometry (same formula, charge and spin): 63.4 kcal/mol
energy: -272527.641 eV



[3]
Below is a molecular structure, C36H35KO5P2S2, with properties calculated with ωB97M-V/def2-TZVPD.

```
! RIJCOSX wB97M-V def2-TZVPD def2/J DEFGRID3
* xyz -2 1
K 13.7399 10.8095 7.1063
S 13.5873 10.2821 11.0071
P 15.2287 11.1541 10.3474
C 15.6755 10.5652 8.8106
P 16.9389 11.3538 7.9833
S 17.3438 10.4820 6.2637
C 18.4685 11.3381 8.9748
C 19.1410 10.1271 9.0173
C 20.1736 9.9203 9.9255
C 20.5246 10.9261 10.8120
C 19.8625 12.1430 10.7712
C 18.8384 12.3569 9.8522
C 16.8201 13.1326 7.5235
C 15.5532 13.6523 7.3190
C 15.3745 14.9468 6.8469
C 16.4810 15.7369 6.5796
C 17.7538 15.2193 6.7584
C 17.9314 13.9168 7.2159
C 15.0281 12.9640 10.5205
C 13.8696 13.4811 9.9610
C 13.6751 14.8520 9.8601
C 14.6452 15.7221 10.3341
C 15.7956 15.2163 10.9190
C 15.9979 13.8453 11.0132
C 16.3625 10.7764 11.7490
C 17.1764 9.6635 11.6258
C 17.9432 9.2212 12.6928
C 17.8848 9.8864 13.9082
C 17.0498 10.9823 14.0508
C 16.2778 11.4206 12.9804
H 18.8354 9.3274 8.3156
H 20.6965 8.9598 9.9412
H 21.3185 10.7604 11.5480
H 20.1261 12.9427 11.4728
H 18.3364 13.3263 9.8170
H 14.6690 13.0451 7.5307
H 14.3599 15.3311 6.6962
H 16.3519 16.7587 6.2184
H 18.6267 15.8310 6.5357
H 18.9430 13.5061 7.3299
H 13.1057 12.7805 9.5789
H 12.7635 15.2388 9.3918
H 14.5096 16.8040 10.2478
H 16.5562 15.8981 11.2981
H 16.9022 13.4665 11.4899
H 17.2040 9.1347 10.6650
H 18.5928 8.3468 12.5748
H 18.4821 9.5362 14.7517
H 16.9797 11.4997 15.0090
H 15.5891 12.2687 13.1099
C 11.4686 8.4508 8.4941
O 11.9951 7.7070 7.4081
C 12.5704 6.4727 7.7714
C 13.9530 6.5752 8.4059
O 14.8826 6.8984 7.3931
C 16.1363 7.3121 7.8994
H 10.7414 7.8479 9.0868
H 10.9556 9.3228 8.0292
H 12.2621 8.8343 9.1934
H 12.6562 5.9027 6.8255
H 11.8880 5.9229 8.4599
H 14.2110 5.5973 8.8596
H 13.9596 7.3330 9.2213
H 16.6682 6.4722 8.3852
H 16.0245 8.1590 8.6157
H 16.7223 7.6734 7.0301
O 9.2940 13.4710 5.3565
C 9.1429 13.3605 6.7055
C 8.0772 13.9565 7.3691
C 7.9340 13.8171 8.7401
C 8.8685 13.0828 9.4579
C 9.9319 12.4904 8.8007
C 10.0960 12.6170 7.4264
C 11.3006 11.9904 6.7586
O 11.1994 10.8134 6.3413
O 12.3427 12.7063 6.7309
H 8.5490 14.0134 4.9902
H 7.3457 14.5473 6.8052
H 7.0961 14.2892 9.2570
H 8.7693 12.9813 10.5466
H 10.6774 11.9001 9.3680
*
```

highest occupied orbital energy: -1.39 eV
energy relative to the best compared isomer or geometry (same formula, charge and spin): 0.0 kcal/mol
energy: -104712.815 eV